[1]
DFT (ωB97M-V/def2-TZVPD) results for a structure of composition C18H58BInO17 at a distorted geometry.

Properties
total charge = +2
LUMO energy = -0.3971 hartree
molecular weight = 672.28 g mol⁻¹
HOMO = -13.73 eV
largest force on an atom = 0.0903 hartree/bohr
2S+1 = 1

CARTESIAN COORDINATES (ANGSTROEM)
In -0.66714 -0.59365 -0.31965
B 2.17846 0.52115 -0.75914
H 1.48305 1.33340 -0.61455
H 1.86420 -0.06179 -1.61100
H 3.20633 0.83502 -0.85514
H 2.01550 -0.10911 0.10135
C 2.35826 5.01722 1.35682
C 3.22618 3.88236 0.71744
O 2.79973 2.61405 1.04499
H 1.32104 5.00053 1.02216
H 2.73100 6.00012 1.06860
H 2.36303 5.00614 2.44675
H 4.21801 3.86959 1.16935
H 3.31617 3.97282 -0.36506
H 2.42394 2.09679 0.32886
C 0.90317 -3.71409 -1.67324
C 0.14409 -4.46030 -0.51455
O -1.03845 -3.67171 -0.12276
O 1.39612 -2.40627 -1.28524
H 0.21128 -3.73236 -2.51530
H 1.72113 -4.39484 -1.90907
H 0.62601 -4.37868 0.45972
H -0.02264 -5.50297 -0.78503
H -1.53272 -4.36450 0.32147
H 2.32827 -2.45486 -1.06089
C -4.28744 0.48917 -1.46579
C -4.32737 -1.06707 -1.23922
O -3.43291 -1.52348 -0.22012
O -2.91857 0.92080 -1.59009
H -4.68433 0.91095 -0.54238
H -4.92824 0.80937 -2.28734
H -4.07243 -1.54616 -2.18452
H -5.35858 -1.23790 -0.93016
H -4.00735 -1.81770 0.49055
H -2.83616 1.73823 -2.08669
C -1.21566 3.15393 1.02104
C -2.31904 2.34467 1.80497
O -1.97708 0.94954 2.05444
O -0.86665 2.49377 -0.18797
H -0.35818 3.23299 1.68930
H -1.55538 4.18089 0.88672
H -3.16122 2.14171 1.14342
H -2.78226 2.80629 2.67700
H -2.58927 0.56029 2.68318
H -0.56678 3.18498 -0.78289
C -4.34079 0.38984 3.95020
C -5.66035 0.09890 3.19083
O -5.58653 0.70750 1.93729
O -3.48188 -0.56931 3.48957
H -4.52417 0.30555 5.02136
H -3.89926 1.38154 3.85173
H -6.40218 0.68353 3.73488
H -5.97676 -0.94416 3.19456
H -6.35551 0.43465 1.43150
H -3.87534 -1.43377 3.62919
C 0.16369 -1.26169 3.44628
C -0.69174 -2.52289 3.21905
O -1.58080 -2.23095 2.13807
O 0.76762 -0.81142 2.28309
H 0.81933 -1.68389 4.20784
H -0.38527 -0.47232 3.95972
H -1.32153 -2.76127 4.07614
H -0.12275 -3.40751 2.93302
H -2.40418 -2.72455 2.13778
H 1.51425 -0.22826 2.43821
C 4.51751 -1.00785 2.19865
C 4.11097 -0.02085 3.31157
O 3.02323 0.72815 2.88242
O 4.79958 -0.44803 0.95648
H 3.59518 -1.51092 1.90823
H 5.33960 -1.64314 2.52831
H 4.99190 0.57638 3.54688
H 3.76293 -0.47272 4.24042
H 3.17458 1.23933 2.08405
H 4.01360 0.01398 0.65583
C -0.04327 -0.49949 -4.02825
C -1.27201 -1.43326 -4.11999
O -1.47053 -2.10526 -2.88915
O -0.31325 0.50880 -3.00647
H 0.02555 -0.13199 -5.05211
H 0.87279 -1.05834 -3.83688
H -1.15807 -2.23675 -4.84768
H -2.22815 -0.97794 -4.37807
H -1.90601 -2.94136 -3.07051
H 0.19355 1.30360 -3.18822
C 3.84099 0.29674 -3.99069
C 3.85436 0.26047 -5.55749
O 4.47280 1.48330 -6.03352
O 2.88895 1.11955 -3.55015
H 4.85136 0.64261 -3.77250
H 3.82105 -0.64269 -3.43825
H 2.88207 0.14056 -6.03537
H 4.60516 -0.44763 -5.90819
H 3.77355 2.11852 -5.86277
H 2.99505 1.16740 -2.59723

=====

[2]
DFT (ωB97M-V/def2-TZVPD) results for a structure of composition C18H58CuF4N5O18S4 at a distorted geometry.

Properties
total charge = -2
LUMO energy (alpha / beta) = 0.1391 / 0.0967 hartree
molecular weight = 900.49 g mol⁻¹
HOMO (alpha / beta) = 0.22 / -4.48 eV
largest force on an atom = 0.1835 hartree/bohr
2S+1 = 3

CARTESIAN COORDINATES (ANGSTROEM)
Cu -2.81741 3.09907 1.50851
N -1.51647 1.62603 0.71693
S -0.88769 1.23949 -0.62055
O -1.60256 0.37393 -1.53664
O 0.56332 1.07957 -0.66222
F -0.80986 2.73906 -1.25905
S -1.24853 0.01088 1.28173
O 0.09728 -0.39768 1.66353
O -2.07199 -1.09957 0.78848
F -1.76954 0.25768 2.80351
N 0.66505 3.01958 5.27622
S 0.93916 1.53221 5.47666
O -0.16862 0.69762 5.78807
O 2.29830 1.02963 5.73795
F 0.81240 1.29321 3.88464
S 1.11043 3.38606 6.83691
O 2.25153 4.31829 6.97379
O 0.94097 2.47830 7.97699
F -0.04236 4.44961 7.14468
O -2.29341 2.86597 3.68773
H -2.10880 2.05339 4.19780
C -0.44869 -2.83886 3.85029
C 1.02292 -3.27458 3.77676
C 1.91160 -2.52381 2.78636
O 1.57884 -2.98775 5.05877
H -0.40634 -1.81700 4.22725
H -1.06364 -3.41927 4.53809
H -1.03042 -2.69806 2.93932
H 1.08867 -4.33657 3.54021
H 2.88324 -2.93455 2.51197
H 2.13829 -1.48968 3.04575
H 1.38614 -2.47937 1.83240
H 1.00221 -2.31871 5.43492
C -2.52410 -4.98896 1.25461
C -3.92198 -4.80656 1.89926
C -3.90683 -4.07142 3.32906
O -4.81145 -3.97757 1.12616
H -2.56203 -5.46292 0.27379
H -1.89818 -5.60288 1.90225
H -2.06791 -3.99902 1.25046
H -4.48921 -5.72576 2.04562
H -3.28793 -4.66409 4.00270
H -4.93234 -3.86844 3.63766
H -3.23000 -3.21773 3.29422
H -4.38724 -3.52350 0.39440
O -1.56091 4.87477 1.13933
H -1.58075 5.82953 1.20466
H -0.87663 4.69245 0.49532
O -3.58320 -2.98432 -1.11503
H -3.75835 -2.06156 -1.29960
H -2.64002 -3.02249 -0.95630
O -4.43323 1.52777 1.85420
H -5.34095 1.76259 1.66153
H -4.49265 0.67801 2.29080
O 0.32443 3.11108 1.97529
H 1.20728 2.75736 2.08341
H -0.14276 2.44166 1.47546
C 3.42213 1.00122 -3.58675
C 4.27160 1.40509 -2.38976
C 4.15908 2.86875 -2.00437
O 4.74150 3.25825 -0.77154
C 6.13674 3.52229 -0.70323
N 3.98950 0.46326 -1.32202
H 3.77056 0.09835 -4.08828
H 3.50475 1.86561 -4.24561
H 2.36636 0.99772 -3.31573
H 5.29320 1.29341 -2.75303
H 3.11046 3.16544 -1.98277
H 4.51932 3.52862 -2.79362
H 6.86624 2.82004 -1.10669
H 6.41205 3.73022 0.33073
H 6.39803 4.44083 -1.22869
H 3.15703 0.40991 -0.75259
H 4.70815 0.50846 -0.61379
C -0.45003 3.81384 -5.47049
C -1.68991 3.79621 -4.59118
C -2.22137 2.41012 -4.18092
O -3.24843 2.53288 -3.25720
C -4.20222 1.44285 -3.38244
N -1.35738 4.58893 -3.45138
H 0.41866 3.23756 -5.15208
H -0.16982 4.82494 -5.76589
H -0.76114 3.41298 -6.43518
H -2.51168 4.24002 -5.15318
H -1.36411 1.82295 -3.85162
H -2.49593 1.95069 -5.13046
H -3.86590 0.48771 -2.97909
H -4.45792 1.36327 -4.43903
H -5.11850 1.66718 -2.83635
H -0.60540 4.09279 -2.99478
H -2.12747 4.37679 -2.83327
C 0.71588 -4.13264 -0.77367
C 0.88231 -2.69705 -1.44039
C 2.06388 -2.65793 -2.40991
O 1.91749 -3.43561 -3.60168
C 3.13273 -3.58744 -4.34610
N -0.38345 -2.47044 -2.12665
H 0.71728 -4.96561 -1.47671
H -0.19168 -4.11049 -0.17040
H 1.57646 -4.23200 -0.11213
H 0.88108 -1.85402 -0.74944
H 2.98992 -2.79649 -1.85193
H 2.05670 -1.61304 -2.72017
H 4.06540 -3.80676 -3.82637
H 3.35931 -2.68879 -4.91984
H 3.10658 -4.24399 -5.21579
H -0.71010 -3.15841 -2.79005
H -0.28489 -1.62082 -2.66381